The following is a quantum chemistry calculation of 16 unconnected molecules or ions with the total composition C36H59N19PS at a distorted geometry, from OMol25.

The geometry in XYZ format:
```
116
Properties=species:S:1:pos:R:3:lowdin_charge:R:1
N -1.8362 3.8355 -4.1173 0.194
C -1.0659 2.9824 -3.4176 -0.289
N -1.6662 1.8244 -2.9543 0.121
C -0.8901 1.1761 -1.8908 -0.196
C 0.6229 1.0345 -2.2027 -0.445
P 1.5052 0.6013 -0.6240 0.356
S 3.4160 0.9399 -0.6302 0.182
C 1.1966 2.2428 -2.9625 -0.193
N 0.2635 3.3697 -3.1764 0.090
H -2.3497 3.5735 -4.9435 0.137
H -1.8684 4.7905 -3.7914 0.137
H -1.9256 1.1804 -3.7006 0.174
H -0.9695 1.7853 -0.9752 0.111
H -1.2874 0.1932 -1.6102 0.116
H 0.7255 0.1573 -2.8619 0.120
H 0.8313 1.2629 0.4393 -0.007
H 1.2492 -0.7715 -0.4118 -0.047
H 2.0470 2.6454 -2.3854 0.083
H 1.6452 1.8863 -3.8972 0.121
H 0.2736 3.9575 -2.3403 0.165
C -2.0119 -2.9570 -0.2389 -0.060
C -1.2765 -1.8788 0.4240 -0.280
N -0.6858 -1.0352 0.9263 0.124
H -1.9331 -2.8455 -1.3199 0.087
H -1.5950 -3.9233 0.0480 0.031
H -3.0594 -2.9185 0.0466 0.042
C 3.0233 4.0308 -5.8177 -0.068
C 3.1389 3.8616 -7.2719 -0.267
N 3.2234 3.7345 -8.4039 0.145
H 1.9803 4.1902 -5.5470 0.064
H 3.3921 3.1388 -5.3137 0.074
H 3.6102 4.8891 -5.4965 0.087
C -3.9273 1.1867 1.0234 -0.057
C -4.2646 -0.2077 0.7101 -0.265
N -4.5313 -1.2928 0.4708 0.160
H -4.1440 1.8198 0.1643 0.078
H -4.5157 1.5259 1.8741 0.088
H -2.8683 1.2596 1.2691 0.070
C 0.0910 -6.6403 2.0571 -0.062
C -0.3567 -6.2453 0.7197 -0.267
N -0.7275 -5.9424 -0.3209 0.145
H -0.0640 -7.7097 2.1928 0.047
H 1.1501 -6.4148 2.1771 0.077
H -0.4778 -6.1008 2.8102 0.050
C 6.2749 4.2904 0.9620 -0.091
C 6.5175 2.9285 0.4582 -0.194
N 6.7221 1.8299 0.0461 -0.034
H 5.2090 4.5190 0.9163 0.067
H 6.6119 4.3735 1.9957 0.072
H 6.8162 5.0173 0.3521 0.071
C 2.0813 6.9448 -9.5930 -0.062
C 0.8507 7.6331 -9.1815 -0.273
N -0.1049 8.1671 -8.8537 0.126
H 2.9483 7.5412 -9.3150 0.085
H 2.1425 5.9761 -9.1014 0.039
H 2.0810 6.7971 -10.6710 0.087
C 7.7492 0.2681 -3.7487 -0.058
C 7.2172 0.7340 -2.4574 -0.128
N 6.8593 1.0443 -1.3937 0.049
H 7.5189 1.0031 -4.5171 0.076
H 8.8312 0.1337 -3.6942 0.085
H 7.2855 -0.6811 -4.0096 0.080
C -0.9671 -9.7957 -1.3684 -0.058
C -1.0676 -9.7096 0.0948 -0.266
N -1.1465 -9.6420 1.2335 0.136
H -0.4268 -10.6982 -1.6468 0.083
H -1.9640 -9.8264 -1.8036 0.082
H -0.4346 -8.9261 -1.7530 0.056
C -1.6954 11.1243 -9.9001 -0.091
C -2.4874 12.0951 -10.6679 -0.287
N -3.1036 12.8492 -11.2649 0.123
H -2.1316 10.9901 -8.9127 0.076
H -1.6823 10.1666 -10.4153 0.064
H -0.6742 11.4840 -9.7923 0.077
C 1.5452 -4.5178 -3.0678 -0.090
C 1.2221 -5.9235 -3.3451 -0.289
N 0.9706 -7.0162 -3.5604 0.140
H 1.3205 -3.9100 -3.9437 0.072
H 0.9504 -4.1672 -2.2250 0.050
H 2.6012 -4.4246 -2.8242 0.070
C -1.6352 -4.8887 6.0778 -0.075
C -1.3699 -6.2061 5.4858 -0.266
N -1.1566 -7.2284 5.0212 0.145
H -2.7001 -4.6702 6.0280 0.077
H -1.3176 -4.8782 7.1192 0.085
H -1.0908 -4.1266 5.5300 0.029
C -4.0318 -1.7405 4.2064 -0.076
C -2.6124 -1.9072 4.5342 -0.246
N -1.5060 -2.0427 4.7908 0.140
H -4.1510 -0.9296 3.4916 0.057
H -4.4180 -2.6607 3.7670 0.088
H -4.5959 -1.5046 5.1056 0.021
C 0.3523 -0.4275 7.0399 -0.068
C -0.1919 0.4527 8.0817 -0.265
N -0.6107 1.1415 8.8914 0.129
H 0.8098 0.1708 6.2545 0.082
H 1.1058 -1.0838 7.4720 0.083
H -0.4428 -1.0334 6.6073 0.029
C -3.0425 1.4026 11.5251 -0.069
C -4.0494 0.4138 11.9305 -0.290
N -4.8418 -0.3578 12.2195 0.126
H -2.2565 1.4592 12.2753 0.084
H -2.6026 1.1110 10.5722 0.040
H -3.5056 2.3819 11.4195 0.082
C -5.6836 -0.0447 8.7119 -0.052
C -4.9797 -0.0262 7.4233 -0.223
N -4.4316 -0.0123 6.4194 0.139
H -6.7191 -0.3446 8.5632 0.088
H -5.2015 -0.7490 9.3876 0.071
H -5.6607 0.9476 9.1576 0.083
C 2.4108 -3.4718 0.7280 -0.054
C 2.6760 -4.7795 0.1109 -0.291
N 2.8891 -5.8005 -0.3575 0.171
H 1.3415 -3.2621 0.7022 0.051
H 2.7478 -3.4771 1.7627 0.090
H 2.9437 -2.6918 0.1839 0.071
```

Properties
energy	-3186.4544	Ha
LUMO level	-5.267	eV
F_max	12.88	eV Å⁻¹
total charge	+1
gap between HOMO and LUMO	2.90	eV
E_HOMO	-0.3001	hartree